# C51H58ClF5IN3P2S2

A 5-piece molecular cluster, C51H58ClF5IN3P2S2 overall in a non-equilibrium geometry (ωB97M-V/def2-TZVPD, the Open Molecules 2025 dataset).

The geometry in XYZ format:
```
123
Properties=species:S:1:pos:R:3:forces:R:3:lowdin_charge:R:1
C -2.2094 0.9853 5.0074 -0.4733 -0.1639 -0.2198 -0.1148
C -1.8147 1.0021 3.5365 0.1192 -0.0138 0.0597 -0.2709
C -0.5020 1.7550 3.2626 -0.3500 0.0184 0.0211 -0.2071
C -0.5326 2.5221 1.9364 -0.0146 0.0881 0.2396 -0.2151
C 0.8054 2.7431 1.2230 -0.0731 0.0122 0.1734 -0.2029
C 1.7388 1.5401 1.1547 0.0946 0.0761 -0.2341 -0.2047
C 1.2030 0.4021 0.2717 0.2406 -0.1437 0.0583 -0.1899
C 0.7777 -0.8226 1.0763 0.2056 0.1026 0.1514 -0.1936
C 0.4094 -2.0745 0.2502 -0.1480 -0.0214 0.1898 -0.1434
C 0.0530 -1.8455 -1.1987 0.2803 -0.0823 -0.0477 -0.1735
C 0.8520 -2.3758 -2.2221 0.0327 -0.0227 -0.1635 -0.1131
C 2.0540 -3.2167 -1.8674 -0.0567 0.0659 0.2788 -0.0975
C 1.7026 -4.5801 -1.2939 -0.1161 -0.0862 -0.0677 -0.4238
C 2.7393 -5.2238 -0.4111 0.1053 0.0385 -0.2554 -0.0301
N 0.6315 -5.2109 -1.5471 0.0143 0.0311 0.1419 0.1561
C 0.5412 -2.1455 -3.5690 -0.1381 0.0399 0.0138 -0.0835
C 1.4569 -2.6801 -4.6435 0.0229 -0.0572 -0.0127 -0.2441
C 1.2690 -4.1802 -4.8990 0.0929 0.2174 -0.1674 -0.7358
C 0.0251 -4.5381 -5.7044 0.1155 -0.2938 -0.0236 -0.1381
I 3.0644 -4.8395 -5.9100 -0.0359 -0.0067 0.0005 0.9034
C -0.6110 -1.4194 -3.8845 0.0252 -0.0757 -0.0618 -0.1891
C -1.4064 -0.9014 -2.8754 -0.0158 -0.0130 -0.0678 -0.4208
C -1.0640 -1.0882 -1.5400 -0.3058 -0.0656 -0.0286 -0.2960
P -2.1580 -0.3394 -0.3040 -0.2343 0.5440 -0.0645 0.7689
N -2.1653 1.2243 -0.2655 -0.3138 -0.5101 -0.3065 -0.2589
S -2.8953 -0.0664 -3.3550 -0.1227 -0.1513 0.1397 1.0181
C -2.2409 0.8049 -4.7302 0.0650 0.0133 0.0980 -0.4680
C -1.3483 0.1334 -5.5612 -0.0920 -0.1846 0.0515 -0.2379
C -0.8335 0.7457 -6.6925 0.0710 -0.4203 0.0320 0.0700
C -1.2298 2.0250 -6.9674 -0.0007 0.0651 -0.0349 -0.3030
F -0.7433 2.6064 -8.0685 0.0810 0.1558 -0.1962 0.0665
C -2.0911 2.7476 -6.1641 -0.3559 0.0115 -0.0489 -0.3800
P -2.4357 4.4539 -6.6048 0.7859 0.8644 0.3489 0.3487
S -1.1015 5.7583 -6.0345 -0.2799 -0.2871 -0.1008 0.1070
C -2.5928 2.1070 -5.0305 0.1472 0.1127 -0.0753 -0.6519
Cl -3.6745 2.9361 -3.9829 -0.1341 0.1319 0.1486 0.7196
N -1.0122 -1.1781 -5.2187 0.2782 0.0012 -0.1055 0.1039
H -1.4451 0.5420 5.6438 0.1284 0.1279 0.0433 0.0739
H -2.4503 1.9946 5.3417 0.2217 0.0482 0.1559 0.0618
H -3.1210 0.3970 5.1343 0.0016 -0.0583 0.0892 0.0665
H -2.6293 1.4431 2.9589 -0.0092 0.0863 -0.0393 0.1032
H -1.7219 -0.0303 3.1839 -0.0399 -0.0308 -0.0812 0.0828
H -0.3538 2.4514 4.0907 0.2773 -0.0150 0.0399 0.1012
H 0.3068 1.0263 3.2760 0.1496 0.0732 0.1809 0.0847
H -0.9453 3.5088 2.1619 -0.1343 0.0754 -0.1400 0.1108
H -1.2422 2.0504 1.2537 0.3332 0.0421 0.1855 0.0309
H 0.5853 3.0354 0.1930 -0.0169 0.1402 -0.0208 0.1089
H 1.3307 3.5864 1.6770 0.1130 -0.0157 0.0714 0.1042
H 2.6899 1.8822 0.7411 0.0294 0.0223 -0.0157 0.1050
H 1.9788 1.1623 2.1502 -0.0076 0.0119 0.0446 0.0968
H 0.3877 0.7754 -0.3523 0.0347 0.0417 0.0180 0.0859
H 2.0010 0.0798 -0.4049 -0.0636 -0.0127 -0.1360 0.1075
H -0.0154 -0.5598 1.7803 0.0071 0.0213 -0.1000 0.0687
H 1.6329 -1.0975 1.6984 -0.0366 -0.0101 0.1021 0.1171
H 1.2462 -2.7551 0.3278 0.0414 -0.1747 -0.1218 0.0916
H -0.4252 -2.5975 0.7210 0.0461 -0.0746 0.0917 0.1157
H 2.6819 -2.6895 -1.1521 0.0149 0.0515 0.0268 0.1000
H 2.6964 -3.3951 -2.7287 0.0777 -0.0292 0.0139 0.1055
H 3.4850 -4.5061 -0.0744 -0.0202 0.0452 0.1005 0.0710
H 3.2650 -5.9910 -0.9823 -0.0158 -0.0726 0.0355 0.0853
H 2.2581 -5.6961 0.4403 0.0036 -0.0729 0.0354 0.0826
H 0.0130 -4.6543 -2.1404 -0.0187 0.0161 0.0233 0.0493
H 2.4887 -2.4987 -4.3517 -0.0006 0.1050 0.0242 0.0686
H 1.3503 -2.1457 -5.5887 -0.0492 0.0052 -0.0250 0.1065
H 1.2736 -4.7251 -3.9592 0.1544 -0.0673 -0.0797 0.0439
H -0.7824 -4.8445 -5.0401 -0.1261 0.2164 0.0389 0.0861
H 0.2124 -5.3795 -6.3678 -0.0212 -0.0545 0.0453 0.0504
H -0.3049 -3.7144 -6.3324 -0.0572 0.0743 -0.0233 0.0671
H -1.7368 -0.9540 0.8794 -0.1501 -0.0838 -0.0422 0.0017
H -3.3922 -0.9728 -0.5426 -0.0130 -0.1655 0.0144 0.0120
H -3.0738 1.6245 -0.4571 0.0276 0.1289 -0.0901 -0.0090
H -0.1455 0.2339 -7.3498 0.0610 0.0097 -0.0385 0.1343
H -2.6131 4.3911 -7.9890 -0.2189 -0.1241 -0.0855 -0.0137
H -3.7117 4.6846 -6.0931 -0.2210 -0.1557 -0.1587 -0.0415
H -0.4115 -1.6129 -5.8984 0.0083 -0.0083 -0.0476 0.0973
F 7.7047 -10.3245 -6.1916 0.0054 0.0005 -0.0021 0.0533
C 6.5238 -9.9490 -5.6578 -0.0226 0.0053 0.0119 -0.2888
C 5.9947 -10.6957 -4.6248 0.0129 -0.0444 0.0284 -0.0192
C 4.7811 -10.3019 -4.0793 -0.0085 0.0300 -0.0146 -0.0842
C 4.1200 -9.1842 -4.5698 -0.0073 0.0025 0.0184 -0.0943
C 4.6753 -8.4540 -5.6113 -0.0080 -0.0202 0.0179 -0.1012
C 5.8901 -8.8327 -6.1647 0.0041 0.0435 -0.0371 -0.0144
H 6.5266 -11.5645 -4.2623 0.0152 0.0059 -0.0073 0.1167
H 4.3521 -10.8724 -3.2665 -0.0039 -0.0143 0.0033 0.1041
H 3.1742 -8.8812 -4.1407 -0.0070 0.0054 -0.0014 0.1013
H 4.1573 -7.5822 -5.9897 0.0464 -0.0785 -0.0038 0.0073
H 6.3450 -8.2775 -6.9738 0.0082 -0.0184 -0.0066 0.1169
F -0.9373 4.2701 6.3252 0.0129 0.0008 -0.0064 0.0472
C -1.9298 4.7142 7.1245 -0.0395 -0.0014 0.0084 -0.2931
C -2.1613 4.0653 8.3201 0.0345 -0.0630 0.0314 -0.0193
C -3.1838 4.5280 9.1359 -0.0068 0.0418 -0.0189 -0.0805
C -3.9557 5.6156 8.7501 0.0500 -0.0432 0.0173 -0.0947
C -3.7025 6.2445 7.5390 0.0007 -0.0110 0.0285 -0.0827
C -2.6803 5.7971 6.7142 0.0085 0.0481 -0.0565 -0.0142
H -1.5510 3.2165 8.5973 0.0112 0.0055 -0.0136 0.1171
H -3.3773 4.0339 10.0786 -0.0026 -0.0131 0.0067 0.1040
H -4.7543 5.9674 9.3865 -0.0202 0.0013 -0.0011 0.0891
H -4.3083 7.0857 7.2305 -0.0168 0.0021 -0.0090 0.0961
H -2.4632 6.2736 5.7678 0.0069 -0.0189 -0.0065 0.1178
F 4.5444 -1.3153 -0.9611 0.0304 0.0251 0.0029 0.0389
C 5.2863 -1.4850 -2.0807 0.0306 0.0043 -0.0183 -0.2934
C 5.1423 -0.5840 -3.1160 -0.0616 0.0443 -0.0131 -0.0169
C 5.9175 -0.7610 -4.2542 0.0083 -0.0496 0.0032 -0.0791
C 6.8073 -1.8235 -4.3426 -0.0395 -0.0018 -0.0040 -0.0917
C 6.9247 -2.7168 -3.2869 -0.0526 0.0267 -0.0144 -0.0778
C 6.1609 -2.5505 -2.1398 -0.0024 -0.0726 0.0455 -0.0166
H 4.4439 0.2372 -3.0235 0.0064 0.0011 0.0206 0.1201
H 5.8252 -0.0618 -5.0743 -0.0083 0.0085 -0.0085 0.1063
H 7.4042 -1.9568 -5.2343 0.0085 0.0027 -0.0029 0.1027
H 7.6099 -3.5509 -3.3530 0.0191 -0.0009 0.0036 0.1069
H 6.2402 -3.2293 -1.3012 -0.0070 0.0088 0.0060 0.1175
F -6.7022 7.2148 8.5027 -0.0524 0.0257 -0.0151 0.0455
C -7.0036 8.2429 9.3261 0.0140 0.0199 0.0167 -0.2847
C -8.2633 8.2987 9.8857 -0.0496 -0.0298 -0.0063 -0.0163
C -8.5609 9.3560 10.7331 0.0313 0.0218 0.0035 -0.0832
C -7.6092 10.3300 11.0030 -0.0052 0.0018 0.0044 -0.0962
C -6.3505 10.2464 10.4245 -0.0306 -0.0037 0.0072 -0.0818
C -6.0357 9.1937 9.5773 0.0548 0.0060 -0.0089 -0.0169
H -8.9885 7.5299 9.6571 0.0132 -0.0106 -0.0051 0.1179
H -9.5419 9.4170 11.1845 -0.0142 -0.0002 -0.0024 0.1047
H -7.8484 11.1521 11.6634 -0.0004 0.0063 0.0041 0.1009
H -5.6069 11.0041 10.6314 0.0134 0.0021 0.0053 0.1053
H -5.0595 9.1042 9.1197 -0.0070 -0.0103 -0.0103 0.1144
```
Forces are in eV/Å.

Its highest occupied orbital energy is -8.30 eV. The SMILES is [H]/N=C(/C)Cc1c(C[C@@H](C)I)c2c(c([PH2]=N)c1CCCCCCCCC)Sc1c(cc(F)c([PH2]=S)c1Cl)N2.Fc1ccccc1.Fc1ccccc1.Fc1ccccc1.Fc1ccccc1. As for the gap between HOMO and LUMO: 0.3035 Eh. The value obtained for the LUMO energy is 0.0 eV.